Below is a cluster of 10 separate species, C46H83F6N14O4P in total in a non-equilibrium geometry, with properties calculated with ωB97M-V/def2-TZVPD.

Structure (XYZ):
```
154
Properties=species:S:1:pos:R:3:mulliken_charge:R:1
C 28.093 -8.283 -17.394 -0.93
C 28.796 -9.566 -16.915 -0.22
N 29.204 -10.381 -18.073 0.39
C 30.275 -10.045 -18.894 -0.47
C 30.315 -11.036 -19.832 -1.53
N 29.400 -12.008 -19.489 0.25
C 28.714 -11.559 -18.423 0.06
C 29.249 -13.280 -20.179 -0.83
H 28.559 -7.710 -18.196 0.11
H 28.169 -7.608 -16.542 0.34
H 27.099 -8.587 -17.717 0.49
H 28.076 -10.142 -16.337 0.46
H 29.714 -9.349 -16.372 -0.23
H 30.830 -9.125 -18.799 1.00
H 30.972 -11.147 -20.679 0.53
H 27.916 -12.086 -17.923 0.44
H 30.220 -13.754 -20.296 0.27
H 28.814 -13.057 -21.155 0.38
H 28.524 -13.986 -19.778 0.34
C 30.818 -8.376 -24.923 -1.44
C 31.201 -8.176 -23.461 0.01
N 30.954 -6.802 -22.930 0.54
C 30.778 -5.646 -23.658 -0.37
C 30.537 -4.642 -22.735 -0.69
N 30.644 -5.214 -21.498 0.45
C 31.002 -6.494 -21.634 -1.13
C 30.673 -4.366 -20.296 1.59
H 31.332 -7.600 -25.491 0.37
H 29.754 -8.223 -25.106 0.38
H 31.066 -9.371 -25.281 0.40
H 32.266 -8.348 -23.297 0.29
H 30.673 -8.876 -22.813 0.16
H 30.737 -5.680 -24.733 0.47
H 30.481 -3.574 -22.873 0.58
H 31.107 -7.130 -20.770 0.89
H 30.679 -3.346 -20.673 0.70
H 31.580 -4.543 -19.723 -1.20
H 29.828 -4.637 -19.668 -1.14
C 30.621 -10.905 -9.552 -1.03
C 29.773 -9.698 -9.970 -0.62
N 30.480 -8.723 -10.768 0.18
C 30.890 -8.907 -12.059 -1.03
C 31.514 -7.741 -12.431 -0.02
N 31.524 -6.895 -11.362 0.25
C 30.916 -7.543 -10.336 -0.13
C 32.059 -5.543 -11.273 -0.80
H 30.098 -11.706 -9.032 0.38
H 31.234 -10.545 -8.719 0.33
H 31.313 -11.291 -10.298 0.31
H 29.356 -9.165 -9.117 0.35
H 28.917 -10.069 -10.538 0.33
H 30.761 -9.831 -12.593 0.61
H 31.980 -7.488 -13.370 0.40
H 30.741 -7.034 -9.402 0.45
H 32.994 -5.548 -10.712 0.40
H 31.386 -4.851 -10.769 0.43
H 32.255 -5.139 -12.264 0.11
C 30.576 -0.286 -16.317 -0.78
C 30.694 -1.119 -15.044 -0.28
N 32.012 -1.683 -14.759 0.30
C 32.721 -1.570 -13.563 -0.67
C 33.793 -2.366 -13.712 -0.40
N 33.836 -2.889 -14.986 0.37
C 32.789 -2.323 -15.665 -0.25
C 34.859 -3.805 -15.455 -0.13
H 31.279 0.544 -16.335 0.33
H 29.546 0.045 -16.451 0.35
H 30.740 -0.914 -17.197 0.08
H 29.991 -1.945 -15.182 0.15
H 30.290 -0.578 -14.190 0.40
H 32.423 -1.008 -12.695 0.49
H 34.536 -2.782 -13.045 0.56
H 32.505 -2.414 -16.704 0.18
H 35.557 -4.053 -14.656 0.39
H 35.415 -3.270 -16.227 0.44
H 34.459 -4.732 -15.850 -0.57
C 34.735 -5.030 -22.743 -1.71
C 34.285 -5.804 -21.501 0.79
N 35.273 -5.738 -20.377 0.34
C 36.322 -4.870 -20.307 -0.36
C 36.965 -5.118 -19.130 -0.69
N 36.270 -6.106 -18.470 0.29
C 35.208 -6.424 -19.237 -0.88
C 36.606 -6.618 -17.154 -0.32
H 34.028 -5.107 -23.569 0.36
H 35.650 -5.424 -23.192 0.45
H 34.931 -3.984 -22.511 0.34
H 34.108 -6.873 -21.596 0.37
H 33.483 -5.228 -21.032 -0.31
H 36.492 -4.208 -21.137 0.54
H 37.839 -4.696 -18.663 0.51
H 34.445 -7.133 -18.959 0.75
H 37.422 -6.056 -16.706 0.26
H 36.897 -7.667 -17.174 0.36
H 35.724 -6.538 -16.521 -0.23
C 33.077 -10.139 -15.446 -0.82
C 33.630 -10.521 -16.799 -0.05
N 33.234 -11.871 -17.223 0.36
C 32.500 -12.803 -16.498 -0.33
C 32.383 -13.913 -17.297 -0.64
N 33.159 -13.718 -18.420 0.16
C 33.641 -12.474 -18.364 -0.33
C 33.496 -14.695 -19.447 -0.86
H 31.990 -10.235 -15.344 0.13
H 33.152 -9.084 -15.187 -0.32
H 33.462 -10.746 -14.626 0.71
H 34.712 -10.445 -16.898 0.42
H 33.239 -9.823 -17.543 0.03
H 32.053 -12.585 -15.545 0.53
H 31.774 -14.786 -17.130 0.46
H 34.247 -12.025 -19.134 0.49
H 34.569 -14.865 -19.513 0.37
H 33.211 -14.394 -20.456 0.36
H 32.963 -15.622 -19.249 0.34
C 26.142 -5.121 -17.509 -1.34
C 27.399 -4.465 -18.019 -0.03
N 27.140 -3.353 -18.921 0.56
C 26.996 -2.033 -18.637 -0.23
C 26.540 -1.348 -19.714 -0.65
N 26.206 -2.299 -20.668 0.08
C 26.680 -3.474 -20.178 -0.22
C 25.526 -1.999 -21.954 -0.84
H 26.407 -5.907 -16.800 0.41
H 25.590 -5.645 -18.288 0.35
H 25.582 -4.376 -16.944 0.39
H 27.999 -5.183 -18.583 -0.23
H 28.056 -4.157 -17.206 0.29
H 27.234 -1.589 -17.683 0.48
H 26.300 -0.299 -19.781 0.46
H 26.463 -4.410 -20.669 0.43
H 24.545 -1.580 -21.758 0.36
H 25.416 -2.964 -22.449 0.30
H 26.232 -1.449 -22.569 0.36
C 34.131 -2.586 -18.990 -0.08
C 32.771 -2.166 -19.526 0.17
O 32.630 -2.211 -20.769 -0.76
O 31.902 -1.824 -18.684 -0.62
H 34.060 -3.678 -18.883 -0.51
H 34.415 -2.258 -17.988 0.29
H 34.962 -2.324 -19.645 0.51
C 34.994 -7.093 -13.920 0.21
C 35.143 -6.591 -12.503 0.11
O 35.098 -7.369 -11.532 -0.74
O 35.146 -5.337 -12.406 -0.63
H 34.003 -6.933 -14.344 -0.33
H 35.400 -8.103 -14.024 0.45
H 35.630 -6.528 -14.609 -0.15
P 31.834 -6.055 -16.923 1.54
F 30.690 -4.938 -17.162 -0.34
F 32.914 -5.087 -17.599 -0.39
F 32.337 -5.635 -15.441 -0.15
F 32.961 -7.267 -16.789 -0.37
F 30.800 -7.145 -16.308 -0.39
F 31.537 -6.727 -18.408 -0.22
```

For the HOMO-LUMO gap, the calculation gives 5.0 eV. The total charge is +4. The value obtained for the HOMO energy is -13.489 eV.


Below is a cluster of 2 separate species, C4H9IN in total in a non-equilibrium geometry, with properties calculated with ωB97M-V/def2-TZVPD.

Structure (XYZ):
```
15
Properties=species:S:1:pos:R:3:mulliken_charge:R:1
C 0.225 -1.197 -0.643 -0.46
C 0.259 -0.929 -3.021 -0.36
C -0.925 0.933 -0.031 -0.80
C 0.700 -0.402 1.417 -1.00
N 0.307 0.043 0.080 0.08
I 0.137 -2.594 -4.087 0.38
H -0.794 -1.640 -0.337 0.28
H 0.682 -0.076 -3.609 0.28
H -0.892 1.971 -0.306 0.36
H -1.560 0.485 -0.881 0.33
H -1.481 0.874 0.870 0.35
H -0.102 -1.133 1.820 0.39
H 1.685 -0.815 1.354 0.41
H 0.682 0.503 2.088 0.41
H 1.096 0.685 -0.146 0.35
```

For the HOMO-LUMO gap (spin up / spin down), the calculation gives 6.8 / 7.3 eV. The total charge is +1. The value obtained for the HOMO energy (spin up / spin down) is -12.262 / -12.542 eV.


Below is the ion C4H6NO3 with charge -1 in a non-equilibrium geometry, with properties calculated with ωB97M-V/def2-TZVPD.

Structure (XYZ):
```
14
Properties=species:S:1:pos:R:3:mulliken_charge:R:1
C -1.503 0.224 0.871 -1.16
N -0.401 0.032 -0.098 0.13
C -0.787 -0.371 -1.404 0.08
O -1.909 -0.336 -1.871 -0.60
C 0.996 0.432 0.415 -0.54
C 2.181 -0.435 -0.200 0.55
O 3.306 0.136 0.052 -0.76
O 1.837 -1.470 -0.666 -0.61
H -1.707 -0.609 1.585 0.30
H -1.626 1.136 1.408 0.37
H -2.441 0.147 0.378 0.41
H 0.032 -0.754 -2.066 0.33
H 1.044 1.467 0.068 0.22
H 0.977 0.402 1.528 0.28
```

The SMILES is CN(C=O)CC(=O)[O-]. For the HOMO-LUMO gap, the calculation gives 8.0 eV. The total charge is -1. The value obtained for the HOMO energy is -4.326 eV.


Below is a structure of composition C24H60BF4N4Na2O8 in a non-equilibrium geometry, with properties calculated with ωB97M-V/def2-TZVPD.

Structure (XYZ):
```
103
Properties=species:S:1:pos:R:3:mulliken_charge:R:1
Na 2.925 3.104 -1.711 0.95
Na 2.366 -0.441 -2.756 0.93
B 1.038 0.942 -0.611 0.75
F 2.434 0.735 -0.398 -0.38
F 0.575 -0.122 -1.396 -0.57
F 0.370 0.994 0.589 -0.34
F 0.741 2.108 -1.337 -0.33
C -2.270 -3.393 0.359 -0.71
O -3.234 -2.411 -0.250 -0.36
C -2.531 -1.323 -0.867 -0.40
C -3.538 -0.556 -1.689 -0.26
N -4.004 0.448 -0.742 -0.29
C -5.136 1.230 -1.291 -0.79
C -6.561 0.664 -0.928 -0.48
O -6.779 -0.186 -2.016 -0.33
C -7.355 -1.392 -1.635 -0.77
H -1.671 -2.958 1.159 0.24
H -1.528 -3.766 -0.348 0.28
H -2.891 -4.212 0.722 0.32
H -1.752 -1.627 -1.567 0.25
H -2.033 -0.659 -0.159 0.34
H -4.252 -1.226 -2.168 0.25
H -3.062 -0.060 -2.536 0.10
H -4.336 -0.031 0.082 0.26
H -4.917 1.461 -2.333 0.29
H -5.183 2.180 -0.758 0.42
H -7.332 1.435 -0.941 0.39
H -6.395 0.054 -0.041 0.33
H -6.827 -1.838 -0.792 0.30
H -7.502 -2.113 -2.439 0.26
H -8.361 -1.256 -1.238 0.36
C 5.183 -1.826 -1.501 -0.88
O 3.834 -2.303 -1.386 -0.36
C 3.496 -2.252 0.054 -0.24
C 2.026 -2.654 0.418 -0.29
N 1.811 -4.107 0.457 -0.23
C 2.524 -4.790 1.507 -0.67
C 2.064 -6.242 1.810 -0.78
O 2.504 -7.125 0.719 -0.32
C 2.803 -8.437 1.097 -0.76
H 5.405 -0.904 -0.964 0.35
H 5.297 -1.523 -2.542 0.31
H 5.949 -2.542 -1.203 0.33
H 3.459 -1.187 0.283 0.28
H 4.116 -2.741 0.806 0.42
H 1.247 -2.225 -0.213 -0.08
H 1.858 -2.210 1.399 0.16
H 2.242 -4.541 -0.346 0.25
H 2.560 -4.161 2.397 0.51
H 3.557 -4.765 1.163 0.39
H 0.979 -6.294 1.897 0.31
H 2.351 -6.492 2.831 0.45
H 3.668 -8.439 1.760 0.30
H 2.904 -8.948 0.140 0.24
H 1.865 -8.851 1.469 0.31
C 1.091 0.305 3.859 -0.72
O 1.182 -0.068 5.280 -0.45
C -0.117 -0.270 5.827 -0.68
C -0.066 -0.151 7.302 -0.54
N -0.452 1.156 7.857 -0.42
C 0.303 2.385 7.473 -0.47
C 1.139 2.596 8.831 -0.61
O 0.373 2.583 9.970 -0.41
C 1.240 2.744 11.104 -0.78
H 2.145 0.450 3.620 0.34
H 0.659 1.304 3.805 0.40
H 0.459 -0.350 3.259 0.25
H -0.528 -1.207 5.452 0.46
H -0.666 0.591 5.445 0.40
H 0.976 -0.346 7.557 0.27
H -0.742 -0.900 7.714 0.38
H -0.351 1.301 8.851 0.31
H -0.354 3.252 7.410 0.31
H 0.924 2.189 6.599 0.30
H 1.511 3.581 8.548 0.29
H 1.836 1.779 9.022 0.44
H 2.287 2.461 10.992 0.35
H 0.691 2.290 11.929 0.27
H 1.516 3.773 11.336 0.30
C -0.727 2.128 -3.927 -0.52
O -0.562 2.763 -5.167 -0.34
C -1.226 2.070 -6.261 -0.62
C -0.770 2.778 -7.489 -0.37
N 0.655 2.635 -7.704 -0.39
C 1.274 3.566 -8.680 -0.95
C 1.518 4.966 -8.235 -0.45
O 1.973 5.155 -6.827 -0.27
C 2.203 6.436 -6.392 -0.74
H -1.750 1.839 -3.690 0.27
H -0.487 2.826 -3.124 0.27
H -0.192 1.184 -3.822 0.14
H -2.311 2.102 -6.168 0.36
H -0.832 1.070 -6.080 0.34
H -0.845 3.863 -7.420 0.30
H -1.397 2.357 -8.275 0.34
H 1.143 2.735 -6.825 0.30
H 0.729 3.583 -9.624 0.39
H 2.198 3.145 -9.075 0.37
H 0.581 5.465 -8.482 0.36
H 2.213 5.363 -8.976 0.42
H 2.882 6.457 -5.539 0.21
H 1.242 6.864 -6.106 0.29
H 2.732 6.979 -7.175 0.31
```

For the HOMO-LUMO gap, the calculation gives 4.2 eV. The total charge is +1. The value obtained for the HOMO energy is -9.259 eV.


Below is a structure of composition C27H21BaN8O8S3 in a non-equilibrium geometry, with properties calculated with ωB97M-V/def2-TZVPD.

Structure (XYZ):
```
68
Properties=species:S:1:pos:R:3:mulliken_charge:R:1
Ba 1.148 1.009 0.036 0.63
C 2.541 0.549 4.435 -1.02
N 1.322 1.184 4.347 0.26
C 0.198 0.851 5.039 -0.48
C -0.809 1.698 4.667 -0.50
N -0.236 2.604 3.767 0.43
C 1.082 2.269 3.485 -0.14
S 2.141 2.865 2.348 -0.31
C -1.008 3.575 3.018 0.17
C -1.690 4.540 3.660 -0.72
C -2.345 5.436 2.794 -0.21
C -2.327 5.311 1.409 -0.96
C -1.606 4.263 0.929 -0.04
N -0.948 3.379 1.726 0.38
H 3.205 1.173 4.889 0.46
H 2.906 0.223 3.457 0.33
H 2.407 -0.363 5.036 0.30
H 0.264 0.003 5.727 0.46
H -1.819 1.879 5.007 0.50
H -1.759 4.539 4.750 0.46
H -2.837 6.295 3.295 0.33
H -2.735 6.044 0.798 0.50
H -1.427 4.008 -0.163 0.08
S 2.399 0.614 -2.641 -0.36
C 1.973 -0.881 -3.434 -0.24
C 2.433 -1.062 -4.745 -0.78
C 1.980 -2.150 -5.542 0.67
C 2.229 -2.175 -6.962 -0.14
N 2.409 -2.085 -8.073 -0.53
C 1.209 -3.176 -4.990 0.32
C 0.825 -3.066 -3.655 -0.92
C 1.091 -1.908 -2.916 0.28
S 0.383 -1.825 -1.275 -0.26
C 0.817 -4.168 -5.962 0.07
N 0.469 -4.766 -6.891 -0.59
H 3.037 -0.335 -5.250 0.48
H 0.252 -3.787 -3.142 0.61
C -1.609 0.801 -3.856 -0.58
C -0.395 1.701 -4.170 -0.11
C -0.365 2.655 -2.940 -0.93
O -0.952 1.902 -1.806 -0.02
C -1.901 0.939 -2.382 -0.24
H -1.304 -0.221 -4.022 0.17
H -2.440 1.028 -4.441 0.43
H -0.532 2.232 -5.075 0.46
H 0.546 1.184 -4.237 -0.35
H -1.055 3.457 -3.103 0.34
H 0.585 3.047 -2.647 0.59
H -2.908 1.214 -2.304 0.35
H -1.816 -0.016 -1.882 0.06
O -2.490 -5.606 1.231 -0.61
N -1.428 -5.413 1.845 0.94
O -1.034 -6.135 2.755 -0.58
C -0.708 -4.129 1.700 -0.43
C 0.591 -4.004 2.152 -0.21
C 1.199 -2.826 2.178 -0.20
C 0.509 -1.574 1.925 0.77
O 1.123 -0.478 2.120 -0.59
C -0.870 -1.796 1.468 -0.12
C -1.430 -3.060 1.298 -0.42
N -1.800 -0.627 1.219 0.96
O -1.397 0.461 0.847 -0.45
O -2.968 -0.880 1.382 -0.64
N 2.617 -2.819 2.654 0.95
O 3.561 -2.962 1.898 -0.59
O 2.779 -2.655 3.866 -0.57
H 1.192 -4.831 2.378 0.58
H -2.472 -3.151 0.972 0.50
```

For the HOMO-LUMO gap, the calculation gives 5.9 eV. The total charge is -1. The value obtained for the HOMO energy is -4.326 eV.


Below is a structure of composition C27H26FeN9P in a non-equilibrium geometry, with properties calculated with ωB97M-V/def2-TZVPD.

Structure (XYZ):
```
64
Properties=species:S:1:pos:R:3:lowdin_spin:R:1
Fe -0.442 -0.224 -0.439 1.05
C 0.495 5.061 0.492 0.00
N -0.090 3.844 -0.091 0.00
C -1.057 3.820 -1.057 0.00
C -1.322 2.508 -1.320 0.00
N -0.515 1.741 -0.514 0.00
C 0.218 2.570 0.216 0.00
P 1.442 1.999 1.439 0.00
C 0.377 0.744 2.237 0.00
N -0.249 -0.250 1.599 -0.02
C -0.740 -1.085 2.568 0.00
C -0.405 -0.589 3.791 0.00
N 0.295 0.562 3.568 0.00
C 0.879 1.408 4.617 0.00
C 2.239 0.744 0.372 0.00
N 1.599 -0.250 -0.253 -0.02
C 2.567 -1.085 -0.747 0.00
C 3.791 -0.589 -0.413 0.00
N 3.570 0.561 0.288 0.00
C 4.620 1.406 0.871 0.00
H 0.027 5.919 0.021 0.00
H 0.303 5.091 1.561 0.00
H 1.565 5.089 0.300 0.00
H -1.474 4.722 -1.473 0.00
H -2.024 2.085 -2.020 0.00
H -1.269 -1.995 2.357 0.00
H -0.604 -0.958 4.783 0.00
H 0.409 1.150 5.561 0.00
H 1.950 1.231 4.690 0.00
H 0.686 2.455 4.401 0.00
H 2.354 -1.994 -1.277 0.00
H 4.782 -0.959 -0.614 0.00
H 5.563 1.147 0.400 0.00
H 4.405 2.453 0.679 0.00
H 4.693 1.228 1.942 0.00
C 1.115 0.222 -4.439 0.00
C 1.357 -1.088 -4.814 0.00
C 0.989 -2.113 -3.952 0.00
C 0.391 -1.792 -2.752 0.00
N 0.144 -0.513 -2.389 -0.01
C 0.516 0.470 -3.217 0.00
C -0.133 -2.765 -1.772 0.00
C -0.080 -4.147 -1.786 0.00
C -0.879 -4.836 -0.878 0.00
C -1.785 -4.148 -0.075 0.00
C -1.771 -2.766 -0.128 0.00
N -0.868 -2.120 -0.865 -0.01
C -2.750 -1.793 0.399 0.00
C -3.949 -2.114 1.001 0.00
C -4.809 -1.089 1.371 0.00
C -4.435 0.221 1.128 0.00
C -3.214 0.469 0.526 0.00
N -2.388 -0.513 0.151 -0.01
H 1.377 1.048 -5.085 0.00
H 1.822 -1.315 -5.764 0.00
H 1.155 -3.147 -4.220 0.00
H 0.327 1.481 -2.890 0.00
H 0.531 -4.680 -2.501 0.00
H -0.860 -5.917 -0.859 0.00
H -2.498 -4.681 0.537 0.00
H -4.216 -3.148 1.168 0.00
H -5.758 -1.316 1.839 0.00
H -5.080 1.048 1.392 0.00
H -2.887 1.480 0.336 0.00
```

As for the spin multiplicity: 2. For the HOMO-LUMO gap (spin up / spin down), the calculation gives 8.2 / 7.9 eV. The total charge is +3. The value obtained for the HOMO energy (spin up / spin down) is -17.314 / -17.313 eV.


Below is a cluster of 3 separate species, C3H10N2O2 in total in a non-equilibrium geometry, with properties calculated with ωB97M-V/def2-TZVPD.

Structure (XYZ):
```
17
Properties=species:S:1:pos:R:3:mulliken_charge:R:1
C -0.147 1.490 -0.927 -0.02
C 0.229 0.483 -1.747 -0.71
C -1.551 1.984 -0.802 -0.88
N 1.632 -2.074 0.567 -0.22
N -0.158 -0.575 1.614 -0.15
O 0.862 -0.248 0.828 -0.26
O 1.532 -2.816 1.782 -0.41
H 2.304 -2.549 2.299 0.35
H 1.039 -2.679 -0.009 0.24
H 0.597 2.224 -0.641 0.29
H -1.024 -0.234 1.193 0.20
H -0.187 -1.418 2.181 0.27
H 1.278 0.265 -1.862 0.29
H -0.505 -0.204 -2.139 0.25
H -1.650 3.039 -0.543 0.30
H -2.124 1.893 -1.728 0.30
H -2.125 1.418 -0.065 0.18
```

For the HOMO-LUMO gap (spin up / spin down), the calculation gives 8.5 / 9.4 eV. The total charge is 0. The value obtained for the HOMO energy (spin up / spin down) is -8.120 / -8.689 eV.


Per-record relative energy (zero: lowest compared OMol25 entry of this formula, charge and spin), kcal/mol: 0.0, 183.9, 37.7, 160.0, 28.6, 0.0, 201.2
Per-record E, eV: -103665.189, -13869.926, -11878.833, -68572.963, -89835.618, -85486.302, -10340.764